[1]
Computed, not measured: C3H4N4O in the gas phase in a non-equilibrium geometry, with wB97M-V/def2-TZVPD.

Geometry (Å):
C  -1.23  0.68  -0.12
C  -1.61  -1.35  -0.05
C  2.34  -0.05  0.13
H  -0.26  2.32  0.24
H  -2.10  -2.26  -0.12
H  3.09  0.73  -0.21
H  2.43  -1.15  0.88
N  -2.27  -0.12  0.11
N  -0.24  -1.34  -0.26
N  -0.01  -0.03  -0.18
N  1.14  0.53  -0.34
O  -1.28  2.04  -0.07

The SMILES is C=Nn1ncnc1O. As for the orbital gap: 8.637 eV. Its energy above the lowest of the compared OMol25 structures with the same formula, charge and spin is 103.65 kcal per mole.



[2]
Computed, not measured: C3H4N4O in the gas phase in a non-equilibrium geometry, with wB97M-V/def2-TZVPD.

Geometry (Å):
C  1.45  0.10  0.67
C  -0.38  0.36  -1.52
C  -1.21  -1.00  0.17
H  0.23  1.30  2.00
H  2.38  0.28  1.40
H  -1.06  1.05  -2.09
H  -2.09  -1.81  -0.08
N  0.06  0.58  1.06
N  1.63  -0.13  -0.57
N  0.79  0.64  -1.18
N  -0.94  -0.53  1.35
O  -0.85  -0.84  -1.18

The SMILES is c1nncocn[nH]1. As for the orbital gap: 9.463 eV. Its energy above the lowest of the compared OMol25 structures with the same formula, charge and spin is 156.89 kcal per mole.



[3]
Computed, not measured: a molecular structure, C3H4N4O in a non-equilibrium geometry, with wB97M-V/def2-TZVPD.

Geometry (Å):
C  -0.77  -2.39  -0.63
C  -0.96  -1.10  -0.03
C  0.26  0.92  -0.01
H  -1.54  -3.09  -0.07
H  0.31  -3.16  -1.28
H  -2.18  -0.76  0.58
H  2.14  1.92  -0.94
N  -0.08  1.08  1.29
N  0.53  2.28  1.56
N  1.42  2.63  0.70
N  1.08  1.90  -0.44
O  -0.20  -0.20  -0.71

As for the orbital gap: 9.872 eV. Its energy above the lowest of the compared OMol25 structures with the same formula, charge and spin is 183.89 kcal per mole.



[4]
Computed, not measured: C3H4N4O in the gas phase in a non-equilibrium geometry, with wB97M-V/def2-TZVPD.

Geometry (Å):
C  1.13  0.10  0.05
C  -1.13  -1.26  0.20
C  -0.83  1.62  -0.04
H  3.10  0.75  0.06
H  0.78  -1.98  -0.01
H  -1.42  -2.33  0.29
H  -0.81  2.67  -0.29
N  2.47  -0.20  -0.31
N  0.24  -1.03  -0.04
N  -2.22  -0.52  -0.06
N  -1.95  0.98  -0.23
O  0.65  1.20  0.40

The SMILES is [H]/N=C1/NC=NN=CO1. As for the orbital gap: 9.162 eV. Its energy above the lowest of the compared OMol25 structures with the same formula, charge and spin is 113.16 kcal per mole.



[5]
Computed, not measured: C3H4N4O in the gas phase in a non-equilibrium geometry, with wB97M-V/def2-TZVPD.

Geometry (Å):
C  -2.20  -0.26  0.01
C  0.14  -0.34  -0.16
C  0.75  0.94  -0.01
H  -2.94  -1.08  0.07
H  -1.14  -1.93  0.41
H  0.33  1.90  0.13
H  2.81  1.56  0.11
N  -1.06  -0.99  0.06
N  2.02  0.82  0.03
N  2.37  -0.54  -0.11
N  1.25  -1.08  -0.29
O  -2.33  0.99  -0.25

The SMILES is O=CNc1c[nH]nn1. As for the orbital gap: 9.769 eV. Its energy above the lowest of the compared OMol25 structures with the same formula, charge and spin is 56.32 kcal per mole.



[6]
Computed, not measured: C3H4N4O in the gas phase in a non-equilibrium geometry, with wB97M-V/def2-TZVPD.

Geometry (Å):
C  -0.44  0.78  -0.08
C  0.45  -0.33  -0.14
C  1.83  -0.17  -0.02
N  -0.07  2.08  -0.12
N  2.97  -0.43  0.01
N  1.15  2.25  -0.04
N  -0.15  -1.55  -0.05
O  4.15  -0.32  0.04
H  -1.53  0.61  -0.18
H  1.29  3.23  0.08
H  -1.16  -1.49  -0.22
H  0.20  -2.46  -0.51

The SMILES is [H]/N=N/C=C(/N)C#[N+][O-]. As for the orbital gap: 7.838 eV. Its energy above the lowest of the compared OMol25 structures with the same formula, charge and spin is 128.99 kcal per mole.



[7]
Computed, not measured: C3H4N4O2 in the gas phase in a non-equilibrium geometry, with wB97M-V/def2-TZVPD.

Geometry (Å):
C  -1.28  0.79  0.06
C  1.16  1.34  -0.06
C  2.00  -0.62  0.03
H  -2.86  -1.78  -0.20
H  -1.51  1.85  0.03
H  0.96  2.39  -0.08
H  0.08  -1.60  0.19
N  -2.29  0.02  -0.02
N  0.07  0.49  0.12
N  2.31  0.77  -0.09
N  0.63  -0.77  0.13
O  -1.99  -1.35  -0.08
O  2.73  -1.53  -0.02

The SMILES is O=c1ncn(/C=N\O)[nH]1. As for the orbital gap: 9.385 eV. Its energy above the lowest of the compared OMol25 structures with the same formula, charge and spin is 50.69 kcal per mole.



[8]
Computed, not measured: a molecular structure, C3H4N4O2S in a non-equilibrium geometry, with wB97M-V/def2-TZVPD.

Geometry (Å):
C  -1.71  -0.07  -0.38
C  -0.67  0.36  0.78
C  1.55  0.37  -0.06
H  -3.52  0.52  -0.51
H  -0.64  1.55  0.60
H  -1.37  0.27  1.93
H  3.06  -0.39  -1.14
N  0.58  -0.35  0.57
N  0.93  -1.65  0.57
N  1.92  -1.88  -0.28
N  2.35  -0.65  -0.48
O  -2.66  0.78  -0.02
O  -1.59  -0.90  -1.26
S  1.77  2.01  -0.34

As for the orbital gap: 8.917 eV. Its energy above the lowest of the compared OMol25 structures with the same formula, charge and spin is 66.20 kcal per mole.



[9]
Computed, not measured: 2 unconnected molecules or ions with the total composition C3H4N4O2S in a non-equilibrium geometry, with wB97M-V/def2-TZVPD.

Geometry (Å):
C  -0.67  -0.31  0.07
C  -3.63  2.80  1.13
C  0.31  1.69  0.02
N  -1.09  0.28  1.19
N  -0.64  1.50  1.32
N  0.23  0.47  -0.61
N  -0.84  -1.64  -0.27
O  -2.96  3.59  0.67
O  -4.26  2.04  1.65
S  1.24  3.06  -0.52
H  0.78  0.14  -1.38
H  -0.62  -1.90  -1.24
H  -0.94  -2.58  0.24
H  0.92  3.81  0.53

The SMILES is Nc1nnc(S)[nH]1.O=C=O. As for the orbital gap: 7.809 eV. Its energy above the lowest of the compared OMol25 structures with the same formula, charge and spin is 29.59 kcal per mole.



[10]
Computed, not measured: C3H4N4O4 in the gas phase in a non-equilibrium geometry, with wB97M-V/def2-TZVPD.

Geometry (Å):
C  1.11  -0.42  0.13
C  -0.06  -1.32  0.68
C  0.47  0.78  -0.65
N  -0.27  -2.51  0.41
N  0.68  0.41  -2.01
N  -1.33  -3.13  1.10
N  1.47  -0.47  -2.22
O  -1.54  -2.80  2.26
O  -1.68  -4.10  0.48
O  1.78  -1.01  -3.21
O  2.02  -0.97  -0.79
H  1.86  -0.07  0.94
H  -0.84  -0.77  1.35
H  -0.63  0.95  -0.42
H  0.84  1.89  -0.61

The SMILES is O=[N+]([O-])/N=C/[C@@H]1CN=[N+]([O-])O1. As for the orbital gap: 10.015 eV. Its energy above the lowest of the compared OMol25 structures with the same formula, charge and spin is 57.56 kcal per mole.



Copy entry 10 word for word.
Computed, not measured: C3H4N4O4 in the gas phase in a non-equilibrium geometry, with wB97M-V/def2-TZVPD.

Geometry (Å):
C  1.11  -0.42  0.13
C  -0.06  -1.32  0.68
C  0.47  0.78  -0.65
N  -0.27  -2.51  0.41
N  0.68  0.41  -2.01
N  -1.33  -3.13  1.10
N  1.47  -0.47  -2.22
O  -1.54  -2.80  2.26
O  -1.68  -4.10  0.48
O  1.78  -1.01  -3.21
O  2.02  -0.97  -0.79
H  1.86  -0.07  0.94
H  -0.84  -0.77  1.35
H  -0.63  0.95  -0.42
H  0.84  1.89  -0.61

The SMILES is O=[N+]([O-])/N=C/[C@@H]1CN=[N+]([O-])O1. As for the orbital gap: 10.015 eV. Its energy above the lowest of the compared OMol25 structures with the same formula, charge and spin is 57.56 kcal per mole.



Question: The lowest energy above the lowest of the compared OMol25 structures with the same formula, charge and spin belongs to which entry?
Answer: number 9